Below is one molecule with the formula FH in a non-equilibrium geometry, with properties calculated with wB97M-V/def2-TZVPD.

Last column: Löwdin charge in e.
Cartesian coordinates (Å):
H  0.1162  0.3721  -0.2219  0.0502
F  -0.1162  -0.3721  0.2219  -0.0502

Force components x, y, z for each atom (eV/Å):
H 0.446 1.427 -0.851
F -0.446 -1.427 0.851

Properties
Structure (SMILES): F
HOMO-LUMO gap in eV: 15.934
Max |F| in Eh/bohr: 0.033
Energy above the lowest of the compared OMol25 structures with the same formula, charge and spin in kJ/mol: 2.1
E_tot in hartree: -100.461260

***

Below is a 2-piece molecular cluster, C2H6O2S2 overall in a non-equilibrium geometry, with properties calculated with wB97M-V/def2-TZVPD.

Last column: Löwdin charge in e.
Cartesian coordinates (Å):
C  -1.2484  -1.0153  -0.4423  -0.5107
S  0.4805  -1.3856  0.1063  0.3563
S  -0.0104  -1.3292  2.0303  0.3038
H  -1.1989  -0.5258  -1.4484  0.0458
H  -1.7426  -2.1282  -0.4900  0.0884
H  -1.9354  -0.3949  0.2450  0.0635
H  0.3793  -2.5541  2.5737  -0.1481
O  1.7604  2.7280  -1.5784  0.0769
C  1.4242  2.2578  -0.5327  -0.3442
O  0.1498  1.6686  -0.5487  -0.0872
H  2.0354  1.9928  0.3961  0.1544
H  -0.0940  0.6858  -0.3108  0.0010

Atoms 1-6, force components in eV/Å:
C -1.973 -2.520 -0.535
S -0.590 0.270 -0.948
S 0.349 -0.642 2.657
H -0.165 -0.663 0.722
H 0.855 2.977 -0.226
H 1.632 -0.822 -0.783

Properties
Structure (SMILES): O=CO.CSS
HOMO-LUMO gap in eV: 9.411
Max |F| in Eh/bohr: 0.069
Energy above the lowest of the compared OMol25 structures with the same formula, charge and spin in kJ/mol: 179.1
E_tot in hartree: -1026.594403

***

no.,LUMO (eV)
1,1.4
2,0.3